Entry 1:
{"formula": "C5H14N4", "method": "wB97M-V/def2-TZVPD", "homo_energy_ev": -6.501, "lumo_energy_ev": 0.697, "orbital_gap_ev": 7.1980, "de_lowest_ev": 3.2010, "spin_multiplicity": 1, "elements": ["N", "N", "N", "N", "C", "C", "C", "C", "C", "H", "H", "H", "H", "H", "H", "H", "H", "H", "H", "H", "H", "H", "H"], "xyz": [[1.710, -1.372, -0.014], [-1.341, 0.690, 0.050], [0.427, -0.745, -0.010], [-0.734, -2.754, -0.163], [-0.631, -1.518, 0.337], [0.057, 0.725, 0.306], [0.316, 1.008, 1.789], [0.958, 1.613, -0.561], [-1.689, 0.831, -1.345], [-0.063, -3.070, -0.847], [2.271, -0.918, -0.724], [-1.497, 1.839, -1.748], [-0.350, 0.409, 2.412], [1.355, 0.799, 2.067], [-1.158, 0.128, -2.022], [0.632, 2.650, -0.469], [0.904, 1.328, -1.612], [2.164, -1.241, 0.890], [-1.351, -3.429, 0.252], [0.109, 2.056, 2.004], [-2.760, 0.648, -1.460], [-1.330, -1.237, 1.104], [2.001, 1.560, -0.236]]}


Entry 2:
{"formula": "C30H25ClN8O3PtS2", "method": "wB97M-V/def2-TZVPD", "total_charge": 2, "homo_energy_ev": -12.376, "lumo_energy_ev": -5.882, "orbital_gap_ev": 6.4935, "de_lowest_ev": 0.2072, "spin_multiplicity": 1, "elements": ["Pt", "Cl", "S", "S", "O", "O", "O", "N", "N", "N", "N", "N", "N", "N", "N", "C", "C", "C", "C", "C", "C", "C", "C", "C", "C", "C", "C", "C", "C", "C", "C", "C", "C", "C", "C", "C", "C", "C", "C", "C", "C", "C", "C", "C", "C", "H", "H", "H", "H", "H", "H", "H", "H", "H", "H", "H", "H", "H", "H", "H", "H", "H", "H", "H", "H", "H", "H", "H", "H", "H"], "xyz": [[0.503, 0.141, 0.423], [-1.274, 6.458, 3.527], [-1.233, -0.183, 1.844], [-1.884, -1.574, -0.983], [-0.576, 0.655, 3.221], [-1.946, -2.948, -1.377], [-2.306, -1.288, 0.421], [1.984, 0.773, -0.875], [-0.348, -1.020, -1.025], [1.716, 1.287, 1.637], [-0.739, -2.922, 2.554], [0.029, -2.080, -3.111], [1.677, -2.088, -1.413], [-5.340, 1.658, -4.434], [-1.446, -1.639, 4.129], [0.491, -1.773, -1.910], [-2.068, 2.545, 3.485], [-2.196, 3.926, 3.566], [1.987, 0.750, -2.192], [-0.837, 2.010, 3.165], [-4.010, 1.452, -2.448], [3.169, 0.926, -0.218], [4.402, 0.950, -0.872], [3.174, 0.838, -2.936], [-4.230, -0.417, -3.976], [2.056, -3.319, -3.397], [5.470, 1.170, 1.282], [4.376, 0.895, -2.285], [-3.211, 0.687, -1.636], [-1.306, -2.882, 4.688], [-2.920, -0.632, -1.985], [1.507, 2.332, 2.353], [-0.209, -3.469, 1.298], [0.816, -2.871, -3.840], [-1.108, -1.675, 2.838], [-0.863, -3.688, 3.697], [0.251, 2.837, 2.868], [3.079, 1.116, 1.176], [5.570, 1.060, -0.074], [-1.104, 4.754, 3.357], [-4.540, 0.911, -3.638], [0.125, 4.218, 3.012], [-3.424, -1.179, -3.163], [2.461, -2.869, -2.153], [4.207, 1.221, 1.929], [2.673, -3.965, -4.004], [2.371, 2.971, 2.535], [0.966, 4.874, 2.823], [-3.151, 4.367, 3.822], [0.441, -3.149, -4.818], [1.025, 0.656, -2.681], [0.301, -4.394, 1.547], [-0.618, -4.735, 3.693], [6.364, 1.246, 1.886], [-1.020, -3.663, 0.606], [6.540, 1.057, -0.554], [-1.521, -3.078, 5.723], [3.112, 0.825, -4.014], [4.154, 1.346, 3.003], [-3.185, -2.200, -3.427], [-5.567, 2.607, -4.202], [-2.918, 1.907, 3.693], [-2.827, 1.111, -0.714], [-4.636, -0.846, -4.883], [-5.723, 1.284, -5.283], [-4.252, 2.470, -2.170], [3.433, -3.117, -1.741], [-1.699, -0.786, 4.606], [5.305, 0.919, -2.841], [0.500, -2.764, 0.868]]}


Entry 3:
{"formula": "C16H21Cl2NO5S", "method": "wB97M-V/def2-TZVPD", "homo_energy_ev": -9.642, "lumo_energy_ev": 0.217, "orbital_gap_ev": 9.8596, "de_lowest_ev": 0.0000, "spin_multiplicity": 1, "elements": ["Cl", "Cl", "S", "O", "O", "O", "O", "O", "N", "C", "C", "C", "C", "C", "C", "C", "C", "C", "C", "C", "C", "C", "C", "C", "C", "H", "H", "H", "H", "H", "H", "H", "H", "H", "H", "H", "H", "H", "H", "H", "H", "H", "H", "H", "H", "H"], "xyz": [[1.125, 4.159, -1.121], [3.463, 2.823, -0.654], [-0.958, -0.445, -4.258], [1.442, -0.645, 2.117], [2.345, 3.272, 2.079], [0.002, -1.563, -4.150], [-2.265, -1.018, -4.617], [0.235, -1.668, 3.767], [0.398, 2.134, 1.786], [1.474, 2.931, 1.293], [-0.709, -4.938, 0.910], [-0.228, -0.090, -1.614], [0.471, -2.864, 1.727], [0.693, 1.418, 3.035], [-1.967, 1.458, -2.341], [-1.901, 2.135, -1.114], [-1.061, 1.667, -0.077], [-0.759, -3.829, 1.901], [-0.986, 2.299, 1.270], [-1.098, 0.427, -2.573], [1.826, 2.926, -0.188], [1.790, 0.418, 2.984], [-0.333, 0.787, -5.447], [-0.325, 0.564, -0.431], [0.659, -1.661, 2.667], [0.370, 0.116, 0.228], [1.523, 2.033, -0.596], [0.767, 0.842, -5.434], [-0.676, 1.808, -5.294], [-0.640, 0.348, -6.381], [1.977, 0.091, 3.993], [0.395, -0.917, -1.766], [1.507, -3.369, 1.807], [2.751, 0.881, 2.671], [-0.536, -4.551, -0.070], [-1.652, -5.466, 0.965], [0.060, -5.698, 1.183], [-1.131, 3.438, 1.365], [0.408, -2.465, 0.734], [-0.813, -4.300, 2.958], [-2.599, 1.794, -3.213], [-1.595, -3.159, 1.713], [0.991, 2.090, 3.910], [-0.262, 0.930, 3.232], [-1.735, 1.872, 1.983], [-2.443, 2.984, -0.938]]}


Entry 4:
{"formula": "C24H31N3O4", "method": "wB97M-V/def2-TZVPD", "smiles": "COc1ccc(OC)c(Cc2nnc(CCC(=O)N[C@H]3[C@@H]4C[C@H]5C[C@@H](C4)C[C@@H]3C5)o2)c1", "homo_energy_ev": -7.905, "lumo_energy_ev": 0.713, "orbital_gap_ev": 8.6182, "de_lowest_ev": 0.9460, "spin_multiplicity": 1, "elements": ["O", "O", "O", "O", "N", "N", "N", "C", "C", "C", "C", "C", "C", "C", "C", "C", "C", "C", "C", "C", "C", "C", "C", "C", "C", "C", "C", "C", "C", "C", "C", "H", "H", "H", "H", "H", "H", "H", "H", "H", "H", "H", "H", "H", "H", "H", "H", "H", "H", "H", "H", "H", "H", "H", "H", "H", "H", "H", "H", "H", "H", "H"], "xyz": [[0.272, -1.343, -2.823], [3.230, 4.946, -1.032], [2.147, -0.445, -0.495], [0.389, -3.595, 0.635], [-1.535, -0.446, -1.987], [-1.456, -2.313, 0.456], [-0.617, 0.535, -2.138], [3.006, 5.606, -2.253], [-0.771, 0.465, 2.931], [-3.742, -1.279, 2.163], [0.444, -0.016, -2.626], [-0.575, -3.216, -0.004], [-2.106, -1.329, 4.047], [2.439, 0.887, -0.581], [2.924, 1.664, 0.465], [-1.597, -2.896, -2.373], [-0.861, -3.808, -1.384], [-1.907, 0.180, 3.913], [2.470, 2.836, -2.003], [2.949, 3.613, -0.954], [2.221, 1.486, -1.826], [2.452, -1.121, 0.705], [-2.412, 0.522, 1.058], [-1.122, -0.122, 1.564], [1.731, 0.634, -2.969], [-3.200, 0.817, 3.403], [-3.548, 0.231, 2.035], [-0.990, -1.544, -2.394], [-1.285, -1.639, 1.726], [3.175, 3.008, 0.279], [-2.454, -1.919, 2.680], [-1.437, -4.724, -1.236], [-3.074, 1.899, 3.321], [-1.196, -1.795, 4.431], [-4.011, 0.627, 4.110], [-1.654, 0.601, 4.893], [-0.368, -2.062, 2.153], [-2.588, -3.003, 2.768], [3.113, 1.230, 1.433], [2.086, -2.139, 0.579], [-1.531, -3.336, -3.371], [-2.654, 0.158, 0.058], [2.451, -0.160, -3.182], [-4.019, -1.705, 1.196], [1.944, -0.667, 1.560], [3.631, 5.197, -3.054], [-0.617, 1.542, 2.840], [-2.913, -1.536, 4.754], [-2.187, -1.962, -0.140], [0.109, -4.094, -1.795], [3.552, 3.613, 1.089], [0.157, 0.024, 3.305], [-0.320, 0.083, 0.847], [1.953, 5.555, -2.551], [-2.652, -2.789, -2.117], [1.600, 1.248, -3.862], [-4.556, -1.492, 2.861], [-2.260, 1.600, 0.974], [3.531, -1.134, 0.886], [-4.474, 0.688, 1.668], [3.280, 6.646, -2.081], [2.287, 3.268, -2.974]]}


Entry 5:
{"formula": "C28H54ClHfOPSi", "method": "wB97M-V/def2-TZVPD", "homo_energy_ev": -6.175, "lumo_energy_ev": 0.247, "orbital_gap_ev": 6.4222, "spin_multiplicity": 1, "elements": ["Hf", "Cl", "P", "Si", "O", "C", "C", "C", "C", "C", "C", "C", "C", "C", "C", "C", "C", "C", "C", "C", "C", "C", "C", "C", "C", "C", "C", "C", "C", "C", "C", "C", "C", "H", "H", "H", "H", "H", "H", "H", "H", "H", "H", "H", "H", "H", "H", "H", "H", "H", "H", "H", "H", "H", "H", "H", "H", "H", "H", "H", "H", "H", "H", "H", "H", "H", "H", "H", "H", "H", "H", "H", "H", "H", "H", "H", "H", "H", "H", "H", "H", "H", "H", "H", "H", "H", "H"], "xyz": [[1.423, -0.465, 2.218], [2.087, -1.031, 4.370], [0.171, 0.010, -0.446], [0.701, 2.763, 3.170], [0.709, 1.331, 2.246], [4.819, -0.218, -1.689], [-3.000, -2.556, 1.175], [2.364, 0.300, -2.141], [0.276, -2.070, 1.720], [-0.585, -1.045, -1.829], [2.996, -0.847, 0.020], [-0.374, 2.471, 4.675], [-3.408, -1.313, 1.248], [-2.972, 2.840, -0.772], [-0.879, -2.633, -4.355], [-0.068, 4.007, 1.993], [-2.243, 1.487, -0.801], [0.293, -3.422, 2.288], [-0.634, -3.305, -2.997], [-0.724, 1.656, -0.613], [-0.732, -0.353, -3.199], [-1.469, -1.224, -4.226], [0.116, -2.405, -1.996], [-0.857, 3.970, -1.644], [-0.145, 2.608, -1.665], [-3.147, -3.589, 2.272], [4.476, -0.439, -0.219], [2.432, 3.276, 3.647], [-2.381, 3.846, -1.767], [-2.170, -3.466, 3.476], [3.816, 0.701, -2.392], [2.052, 0.200, -0.641], [-0.759, -3.979, 3.298], [-0.610, 4.486, -0.704], [-0.341, -1.891, 0.840], [-1.552, -3.253, -4.955], [-1.605, -3.584, -2.559], [-2.189, -2.423, 3.778], [2.974, -0.985, 1.184], [2.309, 4.157, 4.305], [-0.195, 4.915, 2.607], [-2.527, -1.300, -3.933], [3.009, 3.552, 2.750], [-0.803, -5.036, 3.053], [-0.552, 2.117, 0.374], [3.950, 1.732, -2.037], [2.278, 1.163, -0.148], [5.809, 0.233, -1.796], [0.096, 1.777, 5.388], [-2.856, -0.576, 1.789], [4.656, 0.496, 0.322], [0.298, -4.103, 1.414], [-0.063, -4.230, -3.141], [2.975, 2.484, 4.184], [5.156, -1.180, 0.216], [-4.234, -0.928, 0.647], [3.968, 0.706, -3.478], [-1.445, -0.719, -5.201], [1.683, 1.030, -2.596], [-0.470, 4.588, -2.465], [-2.515, -2.971, 0.295], [1.276, -3.529, 2.813], [0.932, 2.766, -1.509], [-2.445, 1.021, -1.776], [-3.067, -4.630, 1.869], [-1.361, 2.066, 4.402], [0.070, -2.578, -4.910], [-1.046, 3.675, 1.612], [-2.637, 3.539, -2.791], [4.852, -1.174, -2.223], [-4.164, -3.514, 2.707], [-1.606, -1.240, -1.440], [-0.295, -3.925, 4.281], [0.208, -2.925, -1.034], [-2.664, 0.806, -0.045], [-0.513, 3.454, 5.160], [2.148, -0.675, -2.600], [-4.035, 2.681, -0.997], [0.266, -0.112, -3.591], [-0.263, 2.174, -2.668], [-2.920, 3.261, 0.243], [2.825, -1.835, -0.428], [-2.840, 4.832, -1.612], [-2.597, -4.058, 4.315], [1.143, -2.246, -2.362], [-1.269, 0.598, -3.120], [0.610, 4.205, 1.148]]}


What is the formula in the second record?
C30H25ClN8O3PtS2